# 1
ORCA calculation (ωB97M-V with the def2-TZVPD basis set) on C16H19B2CoF4N4O6 as an isolated structure.

ΔE to the lowest compared entry with this formula, charge and spin	0.0000	eV
max |F|	0.29	eV/Å
lowest unoccupied orbital energy (alpha / beta)	-4.8 / -4.8	eV
calculated total energy	-84994.81501	eV
expectation value of S²	0.757
HOMO energy (alpha / beta)	-12.6 / -12.6	eV
multiplicity	2
orbital gap (alpha / beta)	7.807 / 7.764	eV
net charge	+1

Positions of all 52 atoms, in Å:
Co1 0.808 -0.193 -1.188
F1 0.848 -3.167 -4.187
F2 1.180 3.879 1.266
F3 -0.801 2.894 0.579
F4 1.944 -1.395 -3.119
O1 0.893 1.595 1.594
O2 2.345 -0.166 0.031
O3 1.206 2.633 -0.652
O4 -0.388 -1.343 -3.446
O5 0.713 -2.951 -1.881
O6 -1.131 0.121 0.004
N1 0.796 -0.680 1.663
N2 0.717 -2.135 -0.859
N3 0.652 1.692 -1.453
N4 -0.227 -0.199 -2.760
C1 -0.229 0.755 3.494
C2 2.152 -0.356 1.204
C3 -1.295 1.100 -4.541
C4 -0.523 3.470 -2.667
C5 0.026 0.652 2.022
C6 -1.450 1.030 3.947
C7 -0.139 2.062 -2.394
C8 -1.007 -2.216 2.128
C9 -0.590 0.926 -3.246
C10 3.187 -0.288 2.258
C11 0.209 -1.809 1.379
C12 0.565 -4.200 0.432
C13 -1.254 0.565 1.135
C14 -2.601 1.151 3.048
C15 -2.520 0.948 1.726
C16 0.629 -2.714 0.301
B1 0.591 2.805 0.694
B2 0.814 -2.212 -3.249
H1 -1.612 1.195 5.003
H2 0.636 0.727 4.145
H3 -1.794 -2.512 1.434
H4 4.169 -0.214 1.801
H5 3.123 -1.146 2.927
H6 0.141 3.892 -3.427
H7 -0.429 4.068 -1.766
H8 1.427 -4.635 -0.072
H9 -2.348 1.332 -4.366
H10 -0.863 1.929 -5.102
H11 -1.235 0.186 -5.125
H12 -1.358 -1.452 2.815
H13 0.563 -4.514 1.473
H14 -3.555 1.409 3.489
H15 -0.319 -4.591 -0.075
H16 2.994 0.618 2.839
H17 -0.748 -3.099 2.721
H18 -3.372 1.031 1.065
H19 -1.542 3.520 -3.047

natural (NBO) atomic charge list, values in e, 8 entries: Co 1.0910; F -0.4899; F -0.5014; F -0.5379; F -0.5353; O -0.7206; O -0.5222; O -0.5350

# 2
ORCA calculation (ωB97M-V with the def2-TZVPD basis set) on the molecule C6H10N2 in a non-equilibrium geometry.

ΔE to the lowest compared entry with this formula, charge and spin	4.6503	eV
max |F|	2.89	eV/Å
lowest unoccupied orbital energy	0.4	eV
calculated total energy	-9359.78671	eV
HOMO energy	-8.5	eV
multiplicity	1
orbital gap	8.818	eV

Positions of all 18 atoms, in Å:
N1 3.281 0.791 0.264
N2 2.633 -0.157 -0.370
C1 1.393 -0.375 -0.424
C2 2.839 1.021 1.420
C3 -1.278 -0.963 0.727
C4 -2.327 0.145 -1.249
C5 -1.093 -0.082 -0.486
C6 0.133 0.389 -0.634
H1 -3.167 -0.634 -1.218
H2 1.281 -1.455 -0.416
H3 -2.153 -0.460 1.277
H4 -1.883 -1.834 0.490
H5 3.446 1.630 1.995
H6 1.817 0.619 1.878
H7 0.350 1.155 -1.341
H8 -2.082 0.278 -2.322
H9 -2.882 1.023 -0.802
H10 -0.309 -1.092 1.212

natural (NBO) atomic charge list, values in e, 8 entries: N -0.2200; N -0.2479; C 0.0745; C -0.1335; C -0.6562; C -0.6649; C 0.0811; C -0.3312

# 3
ORCA calculation (ωB97M-V with the def2-TZVPD basis set) on the molecule C3H7NOS2 in a non-equilibrium geometry.

ΔE to the lowest compared entry with this formula, charge and spin	0.8947	eV
max |F|	1.51	eV/Å
lowest unoccupied orbital energy	0.5	eV
calculated total energy	-28432.34726	eV
HOMO energy	-9.4	eV
multiplicity	1
orbital gap	9.829	eV

Positions of all 14 atoms, in Å:
S1 -1.010 -1.417 0.349
S2 -0.965 -2.700 -1.212
O1 0.953 3.752 -0.283
N1 1.557 1.758 0.737
C1 0.279 -0.198 -0.097
C2 0.779 0.589 1.124
C3 0.872 2.948 0.593
H1 -0.132 1.035 1.548
H2 1.303 -0.064 1.815
H3 -1.682 -2.110 -2.168
H4 0.097 3.055 1.379
H5 -0.085 0.454 -0.890
H6 2.482 1.589 0.377
H7 1.141 -0.748 -0.486

natural (NBO) atomic charge list, values in e, 8 entries: S 0.0944; S -0.1222; O -0.5560; N -0.6495; C -0.5405; C -0.2255; C 0.5392; H 0.1974

# 4
ORCA calculation (ωB97M-V with the def2-TZVPD basis set) on a 2-piece molecular cluster, C5H14 overall in a non-equilibrium geometry.

ΔE to the lowest compared entry with this formula, charge and spin	0.9580	eV
max |F|	3.46	eV/Å
lowest unoccupied orbital energy	1.1	eV
calculated total energy	-5411.09165	eV
HOMO energy	-11.2	eV
multiplicity	1
orbital gap	12.335	eV

Positions of all 19 atoms, in Å:
C1 1.529 1.159 1.036
C2 -1.368 -0.586 -0.002
C3 1.601 2.265 2.132
C4 -0.838 -1.466 -2.397
C5 -1.260 -1.823 -0.956
H1 -1.566 -0.850 -2.944
H2 0.572 2.626 2.135
H3 2.526 0.683 1.021
H4 -2.328 -0.595 0.512
H5 1.316 1.512 0.026
H6 -0.415 -2.323 -0.476
H7 -0.776 -2.459 -2.847
H8 1.960 1.738 3.021
H9 0.844 0.357 1.268
H10 2.301 3.060 1.963
H11 -2.200 -2.326 -1.073
H12 -1.329 0.389 -0.516
H13 -0.593 -0.536 0.740
H14 0.023 -0.826 -2.644

natural (NBO) atomic charge list, values in e, 8 entries: C -0.5967; C -0.6076; C -0.6087; C -0.6168; C -0.4056; H 0.1997; H 0.2043; H 0.1941

# 5
ORCA calculation (ωB97M-V with the def2-TZVPD basis set) on C6H11Br3 as an isolated structure in a non-equilibrium geometry.

ΔE to the lowest compared entry with this formula, charge and spin	0.1960	eV
max |F|	3.34	eV/Å
lowest unoccupied orbital energy (alpha / beta)	0.6 / -1.1	eV
calculated total energy	-216523.10384	eV
expectation value of S²	2.009
HOMO energy (alpha / beta)	-7.7 / -9.8	eV
multiplicity	3
orbital gap (alpha / beta)	8.292 / 8.676	eV

Positions of all 20 atoms, in Å:
Br1 1.092 0.256 2.549
Br2 -2.166 -0.670 1.092
Br3 -0.057 -2.832 0.574
C1 0.110 1.159 3.728
C2 -0.348 -0.914 0.441
C3 -1.128 -0.586 -1.920
C4 -0.042 -0.236 -0.869
C5 1.439 -0.731 -1.207
C6 -0.117 1.319 -0.603
H1 -1.326 -1.651 -1.967
H2 1.629 -1.678 -1.660
H3 -0.996 -0.350 -2.981
H4 2.051 -0.109 -1.782
H5 -1.991 0.013 -1.689
H6 0.553 1.671 0.092
H7 0.069 1.819 -1.493
H8 -1.102 1.507 -0.385
H9 2.106 -0.857 -0.301
H10 0.092 2.241 3.661
H11 0.133 0.629 4.720

natural (NBO) atomic charge list, values in e, 8 entries: Br 0.1739; Br 0.0395; Br 0.0568; C -0.4904; C -0.0602; C -0.6192; C -0.2411; C -0.6223

# 6
ORCA calculation (ωB97M-V with the def2-TZVPD basis set) on C21H28O3S2 as an isolated structure in a non-equilibrium geometry.

ΔE to the lowest compared entry with this formula, charge and spin	0.6373	eV
max |F|	2.41	eV/Å
lowest unoccupied orbital energy	-2.2	eV
calculated total energy	-50041.43129	eV
HOMO energy	-6.6	eV
multiplicity	1
orbital gap	4.463	eV

Positions of all 54 atoms, in Å:
S1 1.768 1.982 -2.130
S2 -0.713 3.101 -1.562
O1 0.799 -0.962 -1.531
O2 -1.677 0.225 -1.344
O3 1.783 -1.219 0.517
C1 0.932 1.199 -3.523
C2 -3.344 -2.378 0.747
C3 2.678 1.916 2.131
C4 3.047 -1.537 -0.113
C5 -1.219 2.427 -3.186
C6 0.772 -0.817 -0.311
C7 2.280 1.879 0.801
C8 1.804 2.373 3.121
C9 -1.566 0.057 -0.122
C10 -0.088 2.129 -4.155
C11 3.767 -2.494 0.803
C12 0.534 2.108 -0.930
C13 0.091 2.714 1.451
C14 -0.477 -1.281 1.736
C15 -3.768 -0.985 0.272
C16 -0.361 -0.380 0.515
C17 0.973 2.263 0.451
C18 -0.807 -2.733 1.311
C19 -2.832 0.139 0.756
C20 0.518 2.792 2.772
C21 -1.952 -2.868 0.294
H1 -0.163 3.154 3.542
H2 -2.621 0.047 1.832
H3 2.834 -2.000 -1.088
H4 3.776 -2.143 1.838
H5 -1.664 -2.362 -0.644
H6 -0.497 1.654 -5.053
H7 4.792 -2.586 0.456
H8 -1.778 1.519 -2.936
H9 0.480 -1.280 2.273
H10 -0.943 2.948 1.191
H11 -1.878 3.206 -3.616
H12 3.587 -0.587 -0.246
H13 -1.237 -0.922 2.443
H14 0.483 0.298 -3.086
H15 1.733 0.934 -4.232
H16 -3.781 -0.967 -0.833
H17 3.316 -3.491 0.769
H18 -3.294 1.129 0.602
H19 0.399 3.056 -4.474
H20 -2.044 -3.938 0.064
H21 -4.084 -3.088 0.346
H22 0.099 -3.153 0.839
H23 -4.788 -0.778 0.620
H24 2.131 2.397 4.158
H25 3.676 1.557 2.386
H26 2.960 1.508 0.024
H27 -1.013 -3.332 2.212
H28 -3.427 -2.430 1.842

natural (NBO) atomic charge list, values in e, 8 entries: S 0.3633; S 0.4239; O -0.6794; O -0.7105; O -0.5560; C -0.5484; C -0.4016; C -0.2095

# 7
ORCA calculation (ωB97M-V with the def2-TZVPD basis set) on C12H13BrOTc as an isolated structure in a non-equilibrium geometry.

max |F|	4.21	eV/Å
lowest unoccupied orbital energy (alpha / beta)	0.3 / -1.7	eV
calculated total energy	-86938.19272	eV
expectation value of S²	3.786
HOMO energy (alpha / beta)	-6.8 / -7.2	eV
multiplicity	4
orbital gap (alpha / beta)	7.060 / 5.490	eV

Positions of all 28 atoms, in Å:
Tc1 -0.954 0.407 0.521
Br1 0.518 0.531 -1.390
O1 -2.960 1.139 -0.966
C1 -0.038 -0.147 2.376
C2 -0.140 2.037 1.574
C3 0.882 -3.561 -0.714
C4 -1.916 1.770 -0.717
C5 -1.361 0.365 2.639
C6 1.473 -1.884 -2.180
C7 2.113 -2.979 -0.250
C8 -1.389 3.013 -1.389
C9 -1.428 1.718 2.131
C10 0.490 -2.883 -1.892
C11 0.716 0.892 1.734
C12 2.473 -1.946 -1.144
H1 -0.983 2.694 -2.384
H2 0.358 -1.130 2.618
H3 1.501 -1.256 -3.066
H4 -0.682 3.497 -0.697
H5 3.352 -1.309 -1.081
H6 -2.192 3.728 -1.599
H7 2.690 -3.314 0.610
H8 -2.196 -0.148 3.096
H9 1.780 0.884 1.525
H10 0.177 2.988 1.172
H11 -0.382 -3.088 -2.505
H12 -2.281 2.390 2.234
H13 0.377 -4.409 -0.258

natural (NBO) atomic charge list, values in e, 8 entries: Tc 0.5316; Br -0.3369; O -0.5690; C -0.3179; C -0.2593; C -0.3211; C 0.4876; C -0.2906